No. 1
Formula: C28H26Br51ClNO5P
Source: OMol25
Level of theory: ωB97M-V/def2-TZVPD

Values from the calculation:
Multiplicity: 1
Energy, eV: -3635156.13882
HOMO, eV: -9.160
Net charge: 0
Kohn-Sham gap, eV: 8.69
LUMO energy, Eh: -0.017

Atoms and positions in Å:
Br: 8.18 -1.22 2.86
Br: -3.03 1.23 -10.84
Br: 3.35 2.45 -8.30
Br: -5.51 1.35 -8.32
Br: 6.23 0.22 -5.36
Br: 8.51 -4.23 1.85
Br: -4.49 2.19 1.52
Br: -4.21 0.71 7.53
Br: -5.71 4.00 -2.95
Br: 11.66 -4.90 -0.98
Br: 7.13 2.05 -2.91
Br: -6.97 -2.33 5.33
Br: -1.58 -11.29 2.15
Br: -6.56 -5.32 4.32
Br: -8.35 2.77 -8.60
Br: -0.75 -0.97 -11.28
Br: 0.41 2.23 -9.48
Br: -5.20 -9.17 2.89
Br: -10.19 -7.04 1.69
Br: -8.16 2.40 -4.23
Br: -3.07 -7.44 1.29
Br: -1.99 2.99 -3.48
Br: -2.47 5.28 -5.65
Br: 8.82 -5.49 -2.31
Br: 8.12 -1.88 -0.27
Br: -12.35 -7.91 3.87
Br: 0.94 5.42 1.97
Br: 2.69 3.67 -11.18
Br: -5.30 1.01 -3.99
Br: -3.48 5.41 8.32
Br: -2.57 -1.04 -8.66
Br: -6.01 0.25 -0.48
Br: -9.44 -3.97 4.15
Br: -4.32 -12.79 1.55
Br: -5.89 4.34 -7.31
Br: -2.51 1.06 4.86
Br: -2.58 -8.12 4.36
Br: 8.57 -0.74 -3.42
Br: -0.93 3.85 7.21
Br: -5.71 -0.54 2.61
Br: 2.85 6.35 -0.47
Br: -2.83 -13.25 4.32
Br: -0.18 3.11 -6.10
Br: -2.54 5.80 5.29
Br: -9.24 -7.98 4.58
Br: 11.10 -4.04 -4.00
Br: 11.99 0.31 2.66
Br: -5.00 2.97 5.44
Br: 12.50 -2.77 2.00
Br: 12.10 -0.68 -0.37
Br: 0.05 7.82 0.01
Cl: 6.81 1.50 0.81
P: 5.60 1.27 2.45
O: 2.13 0.53 2.76
O: 3.73 1.65 5.38
O: 4.97 3.73 1.57
O: 6.67 4.72 2.67
O: 4.81 -0.12 2.13
N: 3.95 3.22 3.61
C: 1.55 6.93 0.83
C: 3.99 2.41 4.54
C: -2.62 -12.88 2.45
C: -1.98 5.45 7.11
C: 5.52 4.72 2.36
C: 11.64 -1.14 1.44
C: -6.25 2.67 -4.23
C: -3.89 -7.77 3.00
C: 10.34 -4.31 -2.25
C: -0.36 1.87 1.51
C: 3.06 2.34 1.46
C: -1.92 3.46 -5.35
C: -7.54 -3.68 4.08
C: -1.58 2.52 1.53
C: -4.25 1.21 5.67
C: -0.75 4.11 3.14
C: 4.30 2.67 2.29
C: -2.49 -0.59 -10.53
C: -6.44 3.01 -8.59
C: 1.97 1.61 2.25
C: 2.28 2.29 -9.90
C: 6.93 0.25 -3.56
C: 7.71 -2.51 1.51
C: -5.90 0.89 1.33
C: -1.76 3.63 2.34
C: 0.65 2.34 2.32
C: -10.56 -8.18 3.20
C: 0.52 3.45 3.13
H: -2.74 4.10 2.31
H: 2.66 3.29 1.11
H: 4.86 5.55 2.64
H: 2.54 1.34 -10.35
H: -4.41 -6.87 3.28
H: -6.83 1.39 1.56
H: -10.51 -9.20 2.85
H: -2.62 2.82 -5.87
H: 10.57 -1.32 1.46
H: -2.07 -13.71 2.01
H: 2.04 7.66 1.46
H: 4.58 -0.51 2.98
H: -0.98 4.97 3.78
H: -7.31 -3.32 3.09
H: -2.39 2.11 0.89
H: 1.34 3.79 3.75
H: -1.35 6.27 7.41
H: 3.33 1.77 0.56
H: -4.90 0.52 5.17
H: -0.19 1.00 0.88
H: -6.17 3.37 -9.57
H: -3.20 -1.22 -11.04
H: 9.98 -3.36 -1.90
H: 6.21 -0.24 -2.93
H: 6.63 -2.64 1.56
H: -5.98 3.04 -5.20

No. 2
Formula: C28H26BrHfI2N5O
Source: OMol25
Level of theory: ωB97M-V/def2-TZVPD

Values from the calculation:
Energy above the lowest of the compared OMol25 structures with the same formula, charge and spin, kJ/mol: 42.0
Multiplicity: 1
Energy, eV: -126495.42262
HOMO, eV: -13.318
Net charge: +2
Kohn-Sham gap, eV: 6.74
LUMO energy, Eh: -0.242

Atoms and positions in Å:
Hf: 0.61 -0.10 0.67
I: 3.20 1.28 2.10
I: 2.01 4.47 3.14
Br: -0.58 -0.66 3.24
O: 0.04 1.07 -0.89
N: -0.09 1.89 1.57
N: 2.16 -1.84 1.28
N: 1.61 0.01 -2.19
N: 2.01 -0.47 -0.94
N: -1.21 4.07 1.41
C: -3.08 -3.18 -0.71
C: 2.22 -2.51 2.43
C: -0.62 2.92 1.50
C: -1.99 4.61 2.53
C: -1.03 -1.99 -1.09
C: 2.76 2.59 3.72
C: -1.60 1.90 -5.55
C: 4.28 -2.76 0.67
C: -2.05 -1.66 2.48
C: -4.10 -2.79 2.84
C: 3.18 -1.98 0.40
C: -0.18 1.15 -3.29
C: -3.03 -2.03 3.34
C: -1.21 4.80 0.12
C: -2.00 -1.97 1.11
C: -4.12 -3.16 1.52
C: -0.96 -1.54 0.21
C: 0.54 0.75 -2.08
C: -2.07 -2.82 -1.56
C: 3.29 -3.33 2.77
C: 3.75 -1.69 -2.12
C: 4.35 -3.44 1.89
C: -3.08 -2.76 0.64
C: -2.03 2.32 -4.30
C: -0.47 1.10 -5.68
C: 2.99 -1.31 -0.91
C: 0.24 0.72 -4.55
C: -1.32 1.94 -3.17
H: 3.72 2.73 4.21
H: -4.93 -3.76 1.13
H: -0.15 0.77 -6.66
H: 3.28 -3.86 3.71
H: 1.38 -2.40 3.10
H: 3.68 -0.92 -2.87
H: 5.08 -2.85 -0.05
H: 4.80 -1.89 -1.89
H: -2.91 2.93 -4.21
H: -3.90 -3.79 -1.07
H: -4.90 -3.10 3.51
H: 3.33 -2.61 -2.53
H: 5.20 -4.05 2.12
H: -2.07 -3.15 -2.59
H: 2.05 2.08 4.35
H: 1.13 0.10 -4.64
H: -1.87 3.98 3.41
H: -1.64 2.25 -2.19
H: -0.49 4.33 -0.56
H: -2.99 -1.75 4.39
H: -0.27 -1.72 -1.82
H: -2.16 2.19 -6.43
H: -3.05 4.65 2.26
H: -1.63 5.61 2.76
H: -2.20 4.78 -0.32
H: -0.91 5.83 0.31

No. 3
Formula: C28H26BrN2O4PPd
Source: OMol25
Level of theory: ωB97M-V/def2-TZVPD

Values from the calculation:
Energy above the lowest of the compared OMol25 structures with the same formula, charge and spin, kJ/mol: 149.6
Multiplicity: 1
Energy, eV: -123440.52663
HOMO (spin up / spin down), eV: -8.650 / -8.649
Net charge: 0
Kohn-Sham gap (spin up / spin down), eV: 7.25 / 7.26
LUMO energy (spin up / spin down), Eh: -0.051 / -0.051

Atoms and positions in Å:
Pd: 0.49 -0.04 -0.69
Br: 7.66 0.77 -5.72
P: -1.43 -0.57 0.56
O: -0.91 -2.78 -2.88
O: 1.75 0.76 -2.24
O: 0.47 -2.15 -1.22
O: 2.54 2.76 -1.66
N: 0.86 2.14 0.35
N: 2.27 -0.26 1.21
C: -2.10 -4.39 -0.79
C: -1.34 -0.28 2.35
C: 1.98 2.18 1.29
C: 2.62 1.68 -2.27
C: 2.09 0.88 2.10
C: 5.21 -0.01 -4.48
C: -5.04 1.82 -0.98
C: -5.14 1.20 0.26
C: -0.77 -1.27 3.16
C: -0.56 -1.03 4.50
C: -4.08 0.47 0.76
C: -1.65 0.96 2.90
C: -2.97 -4.91 0.15
C: -1.61 -3.10 -0.65
C: 4.08 0.18 -3.71
C: -3.88 1.69 -1.73
C: 3.83 1.43 -3.14
C: -0.90 0.20 5.06
C: -2.91 0.36 0.02
C: 6.08 1.04 -4.67
C: -2.92 -2.82 1.34
C: 4.73 2.47 -3.34
C: -3.38 -4.12 1.22
C: -2.82 0.97 -1.23
C: -0.61 -2.61 -1.71
C: -1.44 1.19 4.25
C: -2.01 -2.30 0.42
C: 5.85 2.29 -4.12
H: -0.14 -1.81 5.12
H: 5.42 -0.98 -4.93
H: -4.07 -4.51 1.96
H: -1.69 2.15 4.68
H: -4.16 0.00 1.73
H: -1.89 0.86 -1.81
H: 1.89 3.02 1.98
H: 1.19 2.60 -0.52
H: 4.52 3.42 -2.88
H: 2.24 -1.13 1.73
H: 0.05 2.63 0.72
H: 6.55 3.10 -4.28
H: 3.17 -0.20 0.72
H: -3.82 2.16 -2.70
H: -3.27 -2.21 2.16
H: -0.73 0.38 6.10
H: 3.39 -0.63 -3.54
H: 1.16 0.73 2.66
H: 2.90 2.31 0.71
H: -3.34 -5.92 0.06
H: -5.88 2.39 -1.36
H: -2.06 1.74 2.28
H: -6.05 1.29 0.84
H: -0.50 -2.22 2.72
H: 2.91 0.99 2.82
H: -1.80 -4.97 -1.65

No. 4
Formula: C28H26ClFHgN6O5
Source: OMol25
Level of theory: ωB97M-V/def2-TZVPD

Values from the calculation:
Energy above the lowest of the compared OMol25 structures with the same formula, charge and spin, kJ/mol: 10.5
Multiplicity: 2
Energy, eV: -68053.60129
HOMO (spin up / spin down), eV: -2.487 / -4.815
Net charge: -1
<S²>: 0.8121
Kohn-Sham gap (spin up / spin down), eV: 4.88 / 7.11
LUMO energy (spin up / spin down), Eh: 0.088 / 0.084

Atoms and positions in Å:
Hg: 0.65 -0.40 -0.57
Cl: -4.36 -1.91 4.80
F: -3.32 -4.66 -2.63
O: 0.52 -1.71 -4.84
O: -2.76 -5.46 -0.01
O: 0.75 -0.73 -2.84
O: -1.20 -1.50 -0.14
O: 1.37 -3.59 -0.28
N: -1.88 4.02 -0.95
N: -0.67 -4.59 -0.21
N: 0.13 -3.69 -2.19
N: 0.88 -0.09 1.72
N: -0.63 1.82 -0.67
N: 2.67 0.60 -0.27
C: -1.94 -4.89 -0.69
C: 3.50 0.92 -1.26
C: -2.83 2.93 -0.74
C: 2.94 0.94 1.01
C: 4.68 1.62 -1.04
C: 0.35 -3.91 -0.85
C: 2.34 0.97 3.38
C: -3.19 -1.91 0.98
C: 2.02 0.57 2.06
C: 4.13 1.67 1.32
C: -1.12 -3.90 -2.75
C: -2.12 -1.29 3.42
C: -2.11 -4.46 -2.07
C: 4.40 2.03 2.66
C: 4.98 1.99 0.26
C: 1.17 -3.10 -3.03
C: -0.97 4.09 0.20
C: -2.08 1.58 -0.56
C: -0.01 -0.52 2.57
C: 0.77 -1.74 -3.63
C: -1.09 3.73 -2.15
C: -1.85 -1.49 1.00
C: -1.30 -1.11 2.28
C: 3.50 1.67 3.66
C: -3.97 -2.04 2.11
C: -3.41 -1.74 3.34
C: -0.33 2.39 -1.99
C: -0.21 2.75 0.38
H: 5.30 2.58 2.89
H: 1.36 -3.78 -3.86
H: -3.51 2.89 -1.59
H: -3.60 -2.16 0.00
H: -0.28 4.92 0.03
H: 2.05 -2.99 -2.41
H: -1.24 -3.58 -3.78
H: 5.89 2.55 0.47
H: 3.71 1.95 4.68
H: -0.62 1.66 -2.75
H: 5.33 1.87 -1.86
H: -1.78 3.70 -3.01
H: -1.57 4.33 1.09
H: -0.40 4.56 -2.31
H: -1.70 -1.05 4.39
H: 0.75 2.53 -2.06
H: 0.87 2.89 0.30
H: -2.36 0.84 -1.31
H: 3.20 0.61 -2.26
H: 0.17 -0.38 3.64
H: 1.68 0.73 4.20
H: -0.42 2.29 1.34
H: -4.99 -2.39 2.04
H: -2.27 1.14 0.42
H: -3.43 3.16 0.15
H: -0.52 -4.74 0.77

No. 5
Formula: C28H26FN3O11S
Source: OMol25
Level of theory: ωB97M-V/def2-TZVPD

Values from the calculation:
Multiplicity: 1
Energy, eV: -69988.03179
HOMO, eV: -9.641
Net charge: 0
Kohn-Sham gap, eV: 7.35
LUMO energy, Eh: -0.084

Atoms and positions in Å:
S: -5.97 7.00 -1.90
F: -1.57 8.66 1.33
O: 6.12 -2.67 1.24
O: -2.45 -3.27 -0.35
O: 5.22 -1.53 -1.09
O: 1.27 -0.50 1.28
O: -4.50 2.09 -1.01
O: 1.12 -8.91 3.25
O: 2.20 -1.56 3.64
O: -0.52 4.23 -3.56
O: -1.73 -5.55 -0.25
O: -1.38 -4.98 2.42
O: 0.85 -9.43 0.57
N: 2.87 3.23 -2.49
N: -2.37 -1.90 1.70
N: -4.20 5.25 -0.05
C: -1.82 0.58 0.11
C: -1.37 7.18 1.19
C: -1.69 6.64 -1.50
C: -5.08 5.89 -0.91
C: -1.85 1.94 -0.80
C: -0.61 6.83 -0.24
C: 4.19 -2.13 2.50
C: -3.21 4.40 -0.82
C: -1.00 -6.40 0.58
C: -3.33 2.73 -0.91
C: -0.65 2.54 -1.51
C: 2.97 -1.58 2.49
C: -0.87 -6.02 2.01
C: 2.40 -0.98 1.26
C: 4.44 -1.53 0.04
C: -0.98 3.95 -2.34
C: -0.45 -7.51 0.10
C: -2.14 -2.05 0.19
C: 0.84 1.85 -1.40
C: -0.13 -6.93 2.90
C: -1.51 -0.80 -0.73
C: 3.22 -0.98 0.04
C: 0.43 -8.05 2.42
C: -2.01 5.00 -1.53
C: 1.86 2.28 -2.64
C: 5.00 -2.16 1.27
C: 0.32 -8.41 0.98
C: 1.69 1.60 -4.13
H: 2.80 -0.53 -0.84
H: 0.84 0.68 -1.38
H: 1.34 2.30 -0.42
H: -1.10 0.73 1.04
H: 1.83 2.48 -4.91
H: -2.03 -4.82 0.33
H: -2.36 6.56 1.36
H: -2.67 -2.80 2.13
H: -0.35 -1.06 -0.82
H: 1.36 -1.11 3.38
H: -2.90 0.44 0.59
H: 6.06 -1.98 -0.84
H: 4.61 -2.58 3.39
H: -1.47 -1.55 2.13
H: -0.06 -6.65 3.94
H: -0.04 5.80 -0.05
H: 2.47 0.74 -4.35
H: -1.10 7.00 -2.46
H: -0.65 6.88 2.09
H: 0.20 7.64 -0.49
H: -1.99 -0.80 -1.82
H: -0.53 -7.80 -0.94
H: 2.82 3.54 -1.49
H: -2.68 7.26 -1.31
H: 0.57 1.21 -4.26
H: 1.43 -9.64 2.67

No. 6
Formula: C28H26N5NaO3S2Se2
Source: OMol25
Level of theory: ωB97M-V/def2-TZVPD

Values from the calculation:
Energy above the lowest of the compared OMol25 structures with the same formula, charge and spin, kJ/mol: 28.2
Multiplicity: 1
Energy, eV: -199829.13465
HOMO, eV: -8.239
Net charge: 0
Kohn-Sham gap, eV: 7.78
LUMO energy, Eh: -0.017

Atoms and positions in Å:
Se: 1.27 1.91 -4.93
Se: -0.68 3.19 -5.25
S: 0.48 -0.56 -1.50
S: -0.83 1.56 0.58
Na: -0.35 3.07 -1.86
O: -1.83 4.63 -1.73
O: -1.58 6.14 -3.26
O: 0.15 5.12 -2.45
N: 0.17 -0.20 2.31
N: -0.19 -2.24 0.46
N: -1.73 1.51 -3.21
N: -1.09 5.32 -2.50
N: 2.01 2.68 -2.31
C: 2.27 2.89 -3.60
C: -2.63 0.70 -2.67
C: 3.50 -5.62 0.41
C: 4.10 4.33 -3.10
C: -2.34 0.54 3.91
C: 1.16 -4.20 -0.14
C: -3.13 -0.16 6.07
C: -0.09 -3.41 -0.41
C: 2.26 -6.21 0.61
C: -0.19 0.12 1.06
C: 3.57 -4.32 -0.07
C: 3.85 4.11 -1.76
C: 0.12 0.75 3.42
C: -1.97 2.01 -4.41
C: 0.52 -1.57 2.65
C: 0.03 -1.00 0.01
C: 1.10 -5.50 0.34
C: -1.82 -0.25 6.52
C: -1.02 0.45 4.36
C: -3.83 0.40 -3.29
C: 2.41 -3.61 -0.35
C: 3.30 3.71 -4.04
C: -3.14 1.77 -5.12
C: -0.39 -2.50 1.88
C: 2.79 3.28 -1.42
C: -4.10 0.95 -4.53
C: -3.38 0.24 4.77
C: -0.77 0.05 5.67
H: 0.04 1.75 2.99
H: 4.91 4.98 -3.42
H: -3.95 -0.39 6.74
H: -4.40 0.32 4.42
H: 1.07 0.68 3.95
H: -0.13 -3.05 -1.43
H: 0.38 -1.69 3.73
H: -1.61 -0.56 7.54
H: -0.13 -3.54 2.07
H: -1.43 -2.33 2.17
H: 4.45 4.57 -0.99
H: -5.03 0.75 -5.05
H: -2.53 0.87 2.90
H: 4.40 -6.17 0.61
H: 0.13 -5.96 0.51
H: 1.57 -1.77 2.41
H: 3.45 3.86 -5.10
H: 0.25 -0.02 6.02
H: -2.38 0.31 -1.70
H: 2.55 3.10 -0.38
H: 4.53 -3.86 -0.24
H: 2.46 -2.60 -0.73
H: -4.54 -0.26 -2.80
H: -3.29 2.19 -6.10
H: -0.97 -4.04 -0.23
H: 2.20 -7.23 0.99